[1]
{"formula": "C5H14AgNO3P2S", "method": "ωB97M-V/def2-TZVPD", "elements": ["C", "C", "O", "N", "C", "C", "C", "O", "P", "P", "S", "O", "H", "H", "H", "H", "H", "H", "H", "H", "H", "H", "H", "H", "H", "H", "Ag"], "positions_angstrom": [[-2.2807, 1.9785, 1.1431], [-0.8749, 1.2252, 1.2921], [-0.7765, 0.3078, 2.1453], [0.2566, 1.6791, 0.4509], [1.4546, 1.9333, 1.2803], [0.6588, 0.6621, -0.5675], [1.4000, -0.6820, -0.0739], [1.0318, -1.7255, -0.9920], [-0.4981, -1.3953, -1.7970], [-0.8029, -3.5974, -1.5032], [0.9174, -4.5485, -1.8250], [-0.2942, 0.3403, -1.6138], [-2.7225, 1.8740, 0.1009], [-3.0464, 1.5749, 1.8852], [-2.0973, 3.0840, 1.3963], [2.3808, 2.0632, 0.6141], [1.7060, 1.0892, 2.0102], [1.3203, 2.9133, 1.8995], [1.4422, 1.2449, -1.1827], [2.5205, -0.5631, -0.2578], [1.3607, -0.9889, 1.0210], [-1.2864, -1.2706, -0.5803], [-1.6083, -1.2532, -2.7042], [0.2893, -1.5237, -3.0055], [-1.7666, -4.1377, -2.4113], [-1.1096, -3.8276, -0.1208], [2.4255, 3.5438, 3.3963]], "homo_ha": [-0.4124, -0.4111], "homo_lumo_gap_ha": [0.16443, 0.16309], "charge": 1, "molar_mass_g_mol": 338.05, "multiplicity": 2}

***

[2]
{"formula": "C5H14B11Br8ClMoNO2", "method": "ωB97M-V/def2-TZVPD", "elements": ["Mo", "Br", "B", "B", "C", "B", "B", "B", "B", "B", "Br", "B", "Br", "B", "Br", "B", "Br", "B", "Br", "H", "H", "H", "H", "H", "H", "Br", "C", "Br", "H", "H", "N", "C", "C", "O", "O", "H", "H", "H", "H", "Cl", "C", "H", "H"], "positions_angstrom": [[2.3893, 0.2252, 1.4692], [-0.7020, -0.2192, 1.5297], [-1.6085, 0.1646, -0.1491], [-3.2939, 0.9048, -0.2898], [-3.1659, 1.8649, -1.6863], [-1.7955, 1.8389, -0.6684], [-1.6553, 1.8907, -2.4738], [-3.0463, 1.0245, -3.1347], [-4.0260, 0.4304, -1.8220], [-2.9811, -0.7906, -0.7483], [-3.7852, -2.2295, 0.1234], [-2.8847, -0.7503, -2.6766], [-3.5370, -2.0886, -3.7674], [-1.2840, 0.2358, -3.0196], [-0.2821, -0.1121, -4.5601], [-0.6485, 0.7549, -1.4504], [1.2743, 1.0325, -1.1483], [-1.3453, -0.8693, -1.5710], [-0.3027, -2.4919, -1.5300], [-3.9803, 1.1799, 0.6227], [-3.7382, 2.7844, -1.6999], [-1.4971, 2.7733, -0.0210], [-1.2411, 2.8359, -3.0349], [-3.5218, 1.3607, -4.1541], [-5.1931, 0.3455, -1.9172], [4.4375, 0.4155, 3.2682], [3.2084, 1.4558, 4.3619], [1.9023, 2.2623, 3.1601], [3.7601, 2.2376, 4.8721], [2.6865, 0.7702, 5.0196], [2.4367, -1.9044, 0.7909], [1.9767, -2.8328, 1.8547], [1.9952, -2.0974, 3.1721], [2.1379, -2.5240, 4.2570], [1.7610, -0.7343, 2.9464], [1.8471, -2.0103, -0.0357], [3.3720, -2.1803, 0.5058], [2.5946, -3.7259, 1.9123], [0.9466, -3.1342, 1.6577], [3.9250, 1.9419, 0.3783], [4.0351, 0.1990, 0.1135], [4.9833, -0.1908, 0.4713], [3.8459, -0.0432, -0.9284]], "homo_ha": [-0.6642, -0.6642], "homo_lumo_gap_ha": [0.13664, 0.13614], "charge": 3, "molar_mass_g_mol": 1009.73}

***

[3]
{"formula": "C5H14BO3P", "method": "ωB97M-V/def2-TZVPD", "elements": ["C", "C", "C", "C", "C", "B", "P", "O", "O", "O", "H", "H", "H", "H", "H", "H", "H", "H", "H", "H", "H", "H", "H", "H"], "positions_angstrom": [[-0.1842, -2.0275, 2.0326], [-1.3063, -1.4157, 1.1156], [-0.9608, -1.4323, -0.3956], [-0.6205, -0.0608, -1.0804], [-1.2033, 1.2163, -0.4117], [0.9674, 0.0003, -1.3324], [2.0881, 1.4901, -0.8655], [3.5076, 1.0922, -1.2092], [2.0757, 1.8767, 0.7575], [1.7430, 2.8613, -1.7823], [0.0265, -3.0526, 1.6842], [0.7149, -1.3940, 2.0846], [-0.6149, -2.0775, 3.0512], [-2.1767, -2.0868, 1.2617], [-1.5983, -0.4482, 1.5503], [-0.0743, -2.0916, -0.5181], [-1.7581, -1.9465, -0.9644], [-1.0459, -0.0968, -2.1114], [-0.8911, 1.3495, 0.6420], [-2.3089, 1.1498, -0.3935], [-0.9435, 2.1154, -0.9967], [1.4633, -0.9305, -1.8750], [1.2251, 2.2709, 0.9902], [1.8752, 3.6380, -1.2336]], "homo_ha": -0.3605, "homo_lumo_gap_ha": 0.33143, "charge": 0, "molar_mass_g_mol": 163.95}

***

Q: What is the formula in the third record?
A: C5H14BO3P

***

Q: What is the formula in the second record?
A: C5H14B11Br8ClMoNO2

***

Q: Which formula does entry 1 have?
A: C5H14AgNO3P2S